*w*
Computed, not measured: a single C16H23NO3 molecule, with the ωB97M-V functional and the def2-TZVPD basis.

Its multiplicity is 1. Its frontier orbital gap is 9.9 eV. Its LUMO energy is 0.42 eV. The total charge is 0.

Atoms and positions in Å:
C (3.90347, -4.49276, -5.36091)
C (3.99769, -4.13934, -3.88182)
C (2.90022, -3.16249, -3.46372)
C (3.00896, -2.80559, -1.98379)
C (1.91035, -1.93468, -1.43911)
C (1.79722, -1.79474, -0.05652)
C (0.82745, -0.99360, 0.50919)
C (-0.07127, -0.30679, -0.30485)
C (-1.14401, 0.56260, 0.22547)
O (-2.17601, 0.79351, -0.40373)
N (-0.93522, 1.10434, 1.44269)
C (-1.95620, 1.88601, 2.12513)
C (-1.96567, 3.30518, 1.50659)
O (-1.57277, 4.27999, 2.08427)
O (-2.42249, 3.34202, 0.26644)
C (-1.72629, 1.89637, 3.63988)
C (-2.86746, 2.63728, 4.33410)
C (-1.62783, 0.47153, 4.18380)
C (0.02313, -0.45899, -1.68481)
C (1.00421, -1.25520, -2.24385)
H (2.94317, -4.95326, -5.58262)
H (4.00410, -3.59989, -5.97417)
H (4.69039, -5.18972, -5.63890)
H (3.91745, -5.05167, -3.28608)
H (4.97458, -3.69495, -3.67678)
H (1.92517, -3.61454, -3.65906)
H (2.98543, -2.25898, -4.07079)
H (3.03555, -3.72917, -1.39779)
H (3.96313, -2.29621, -1.81039)
H (2.48421, -2.32925, 0.58439)
H (0.75545, -0.93444, 1.58589)
H (-0.02559, 1.05981, 1.87167)
H (-2.92429, 1.41650, 1.89842)
H (-2.57622, 2.42937, -0.10235)
H (-0.79227, 2.43322, 3.83727)
H (-2.70780, 2.63996, 5.40925)
H (-2.91752, 3.66654, 3.99311)
H (-3.81883, 2.15061, 4.12883)
H (-0.79922, -0.07776, 3.74358)
H (-1.48139, 0.49674, 5.26058)
H (-2.54610, -0.07409, 3.97638)
H (-0.68566, 0.06273, -2.30993)
H (1.05456, -1.34380, -3.31697)

---

*x*
Computed, not measured: a single C16H23NO3 molecule, with the ωB97M-V functional and the def2-TZVPD basis.

Its multiplicity is 1. Its frontier orbital gap is 8.4 eV. Its LUMO energy is 0.80 eV. The total charge is 0.

Atoms and positions in Å:
C (6.44523, 1.02594, -0.17065)
O (5.24028, 1.75596, -0.15954)
C (4.02913, 1.13079, -0.07345)
C (2.94765, 2.00563, -0.02034)
C (1.64625, 1.55844, 0.06694)
C (1.39327, 0.19302, 0.10571)
N (0.06143, -0.23204, 0.19993)
C (-0.43644, -1.49450, 0.24605)
O (0.24404, -2.49982, 0.21364)
C (-1.95212, -1.59669, 0.36991)
C (-2.80655, -0.41564, -0.10855)
C (-3.07247, 0.59452, 1.01338)
C (-3.90031, 1.77003, 0.50044)
C (-5.23405, 1.27602, -0.05013)
C (-5.00310, 0.24577, -1.15093)
C (-4.15553, -0.91535, -0.63758)
C (2.45937, -0.69604, 0.05202)
C (3.77203, -0.25272, -0.03875)
O (4.83240, -1.12028, -0.09725)
C (4.57474, -2.50351, -0.06158)
H (6.51660, 0.37303, -1.04294)
H (7.23121, 1.78017, -0.21649)
H (6.56630, 0.42983, 0.73631)
H (3.16565, 3.06113, -0.05028)
H (0.83353, 2.26905, 0.10622)
H (-0.60183, 0.52739, 0.23496)
H (-2.22521, -2.50002, -0.18063)
H (-2.16438, -1.80298, 1.42321)
H (-2.30002, 0.08770, -0.94151)
H (-2.14071, 0.96339, 1.45007)
H (-3.62442, 0.09292, 1.81237)
H (-3.35102, 2.28806, -0.29000)
H (-4.07188, 2.48297, 1.30955)
H (-5.81112, 2.11632, -0.44083)
H (-5.81121, 0.82030, 0.75760)
H (-4.49164, 0.72221, -1.99088)
H (-5.96116, -0.13036, -1.51487)
H (-3.99185, -1.63163, -1.44547)
H (-4.68942, -1.43021, 0.16440)
H (2.23823, -1.74769, 0.08180)
H (4.08231, -2.79909, 0.86957)
H (3.96381, -2.82273, -0.91112)
H (5.55294, -2.97930, -0.12032)

---

Quick one: most stable of them? *w*

---

*w*
Computed, not measured: 4 unconnected molecules or ions with the total composition C2H12N2O4, with the ωB97M-V functional and the def2-TZVPD basis.

Its multiplicity is 1. Its frontier orbital gap is 9.7 eV. Its LUMO energy is 0.55 eV. The total charge is 0.

Atoms and positions in Å:
N (-2.38341, 0.59817, -0.26037)
C (-2.61699, 2.06932, -0.59534)
N (-1.72169, 2.78025, 0.27069)
C (-0.49345, 3.04949, -0.27618)
O (-0.01129, 2.36146, -1.14439)
H (-2.17420, 0.35681, 0.73369)
H (-1.55401, 0.29034, -0.87427)
H (-3.71923, 2.33085, -0.61250)
H (-2.30094, 2.15870, -1.70524)
H (-2.14218, 3.44129, 0.87770)
H (0.20663, 3.72170, 0.13029)
O (-0.68070, -3.48298, 2.56912)
H (-1.53149, -2.94208, 2.37158)
H (-0.91148, -4.01146, 3.23968)
O (5.76105, -1.90821, -0.62310)
H (6.58862, -2.26836, -0.84726)
H (5.57607, -1.24942, -1.30879)
O (0.92878, -3.25086, -0.40078)
H (1.33899, -2.82819, 0.30035)
H (0.03888, -3.11726, -0.35507)

---

*x*
Computed, not measured: 4 unconnected molecules or ions with the total composition C2H12N2O4, with the ωB97M-V functional and the def2-TZVPD basis.

Its multiplicity is 1. Its frontier orbital gap is 9.7 eV. Its LUMO energy is 0.47 eV. The total charge is 0.

Atoms and positions in Å:
N (1.44227, 0.29709, 0.11417)
C (0.33817, -0.61286, 0.21162)
C (-0.83540, 0.33978, 0.23334)
N (-0.98444, 1.01655, 1.43676)
O (-1.69021, 0.54758, -0.59321)
H (2.26242, -0.13046, 0.23422)
H (1.39294, 0.79784, -0.75198)
H (0.45145, -1.34947, -0.73602)
H (0.15815, -1.17749, 1.14837)
H (-0.22699, 0.98584, 2.08394)
H (-1.74638, 1.57504, 1.64490)
O (-2.20698, -2.43014, -1.85117)
H (-1.81029, -1.56639, -1.60804)
H (-2.24183, -2.72158, -2.70205)
O (0.76763, 1.70182, -2.78290)
H (-0.15355, 1.90506, -2.46953)
H (0.69125, 1.36344, -3.72958)
O (1.08287, -0.14170, 3.24263)
H (1.52188, 0.08539, 4.10733)
H (1.78704, -0.48534, 2.76722)

---

Quick one: most stable of them? *x*

---

*w*
Computed, not measured: a single C6H13O2P molecule, with the ωB97M-V functional and the def2-TZVPD basis.

Its multiplicity is 1. Its frontier orbital gap is 9.5 eV. Its LUMO energy is 0.72 eV. The total charge is 0.

Atoms and positions in Å:
C (1.07315, -1.38924, -0.87920)
C (0.00079, -0.83665, 0.06086)
C (0.25933, -1.30368, 1.51358)
O (-1.18404, -1.43267, -0.49811)
O (-2.30319, -0.66803, -0.09580)
P (-2.02182, 0.84513, 0.35861)
C (-0.26385, 0.69202, -0.14335)
C (-0.28508, 1.00441, -1.60256)
C (0.58086, 1.75277, 0.62937)
H (1.09759, -2.47150, -0.78522)
H (2.08080, -1.00469, -0.61307)
H (0.95924, -1.15115, -1.91999)
H (1.27805, -1.23802, 1.75973)
H (-0.00591, -2.36690, 1.59201)
H (-0.35604, -0.67529, 2.32485)
H (-2.09312, 0.55449, 1.71782)
H (-0.74700, 2.00626, -1.74373)
H (-1.12963, 0.47815, -2.10381)
H (0.75426, 1.03015, -2.14666)
H (0.08466, 2.79674, 0.67474)
H (1.54683, 1.85292, 0.22141)
H (0.67413, 1.52476, 1.67853)

---

*x*
Computed, not measured: 2 unconnected molecules or ions with the total composition C6H13O2P, with the ωB97M-V functional and the def2-TZVPD basis.

Its multiplicity is 1. Its frontier orbital gap (alpha / beta) is 8.8 / 8.8 eV. Its LUMO energy (alpha / beta) is 0.33 / 0.33 eV. The total charge is 0.

Atoms and positions in Å:
C (-0.00146, 0.92693, -0.10675)
C (0.38935, -0.43649, 0.42744)
C (-1.20031, 0.76021, -1.03504)
C (-0.29990, 1.92720, 1.18614)
C (0.63817, -1.80851, -1.49503)
C (-0.66152, -1.31013, 1.08387)
O (1.07849, 1.38662, -0.87497)
O (2.31318, 0.69382, -0.56093)
P (2.21086, -0.42515, 0.60751)
H (-1.31741, 1.72652, -1.51846)
H (-2.15634, 0.50136, -0.52553)
H (-0.90560, -0.03690, -1.71293)
H (-0.43447, 3.00913, 0.77431)
H (0.63032, 1.86417, 1.80158)
H (-1.25584, 1.70077, 1.72222)
H (0.08151, -1.27967, -2.32658)
H (-0.06081, -2.60818, -1.11912)
H (1.62569, -2.09536, -1.68770)
H (-0.38550, -2.41438, 1.25764)
H (-1.58313, -1.41388, 0.37789)
H (-1.05179, -1.01557, 2.04891)
H (2.34652, 0.34747, 1.67552)

---

Quick one: most stable of them? *w*

---

*w*
Computed, not measured: 3 unconnected molecules or ions with the total composition C4H13NO3, with the ωB97M-V functional and the def2-TZVPD basis.

Its multiplicity is 2. Its frontier orbital gap (alpha / beta) is 8.4 / 6.6 eV. Its LUMO energy (alpha / beta) is 3.92 / 2.23 eV. The total charge is -1.

Atoms and positions in Å:
C (0.94032, 0.56708, 1.29702)
C (-0.01676, 1.19493, 2.28920)
C (0.65294, 1.09620, -0.15891)
N (-0.53024, 0.46550, -0.65895)
C (-0.99281, 0.98796, -1.93398)
O (0.79920, 2.38334, -0.31035)
H (0.85520, -0.51359, 1.19839)
H (2.00380, 0.75871, 1.47009)
H (0.00165, 0.79512, 3.28687)
H (0.15294, 2.27130, 2.35174)
H (-1.02566, 1.10291, 1.87163)
H (-0.29186, -0.54337, -0.77797)
H (-1.98052, 0.59940, -2.12391)
H (-0.25007, 0.87612, -2.73066)
H (-1.14160, 2.05772, -1.83291)
H (1.48860, 0.55349, -0.69674)
H (0.57098, -2.38676, -1.71149)
O (0.65309, -2.02577, -0.82282)
H (-1.22921, -4.05986, -0.05479)
H (-0.39125, -2.72412, -0.05878)
O (-1.06781, -3.30453, 0.51787)

---

*x*
Computed, not measured: 4 unconnected molecules or ions with the total composition C4H13NO3, with the ωB97M-V functional and the def2-TZVPD basis.

Its multiplicity is 2. Its frontier orbital gap (alpha / beta) is 3.2 / 7.6 eV. Its LUMO energy (alpha / beta) is 3.82 / 3.73 eV. The total charge is -1.

Atoms and positions in Å:
C (2.19461, 0.57701, 1.63378)
C (1.53065, -0.29558, 0.68668)
C (0.43757, -1.00432, 1.02689)
N (-0.17933, -1.78925, 0.00862)
C (-1.39237, -1.58975, -0.09024)
H (2.48222, 1.59140, 1.28290)
H (3.08992, 0.27632, 2.06438)
H (1.51443, 0.76020, 2.47951)
H (1.99986, -0.46921, -0.35390)
H (-0.06134, -0.78945, 1.96239)
H (-2.15501, -0.94438, 0.51001)
H (-1.79681, -2.05616, -0.90852)
H (1.70174, -0.40442, -2.48035)
H (0.49562, -1.30190, -2.62329)
O (0.69255, -0.36290, -2.75774)
H (-0.14355, 0.95876, -1.24271)
H (-0.08885, 1.82889, 0.07026)
O (-0.54251, 1.68281, -0.72425)
H (-3.36086, 1.08054, 0.58842)
H (-2.81966, 1.28386, -0.77868)
O (-3.59889, 0.96752, -0.35415)

---

Quick one: most stable of them? *w*

---

*w*
Computed, not measured: a molecular structure, C6H2, with the ωB97M-V functional and the def2-TZVPD basis.

Its multiplicity is 1. Its frontier orbital gap (alpha / beta) is 7.2 / 7.2 eV. Its LUMO energy (alpha / beta) is -1.88 / -1.88 eV. The total charge is 0.

Atoms and positions in Å:
C (1.87944, -0.49133, -0.02715)
C (1.81866, 0.77829, -0.00743)
C (0.29966, -1.60277, 0.00645)
C (0.57117, 1.23505, 0.10564)
C (-0.68874, -0.72902, 0.03493)
C (-0.63963, 0.74686, -0.05954)
H (-1.61387, -1.10345, 0.14193)
H (-1.62668, 1.16636, -0.19484)

---

*x*
Computed, not measured: a single C6H2 molecule, with the ωB97M-V functional and the def2-TZVPD basis.

Its multiplicity is 1. Its frontier orbital gap is 9.2 eV. Its LUMO energy is -0.08 eV. The total charge is 0.

Atoms and positions in Å:
C (-1.60092, 0.67123, 2.71582)
C (-1.22511, 0.50226, 1.50005)
C (-0.57408, 0.22625, 0.33454)
C (0.01805, -0.10891, -0.66829)
C (0.99393, -0.39087, -1.69542)
C (1.71595, -0.81048, -2.59419)
H (-1.72574, 1.10904, 3.82075)
H (2.39791, -1.19852, -3.41327)

---

Quick one: most stable of them? *x*

---

*w*
Computed, not measured: 2 unconnected molecules or ions with the total composition C4H6NP, with the ωB97M-V functional and the def2-TZVPD basis.

Its multiplicity is 1. Its frontier orbital gap is 8.2 eV. Its LUMO energy is -0.75 eV. The total charge is 0.

Atoms and positions in Å:
N (3.54769, -0.21459, 0.08491)
P (2.20654, -0.81908, 0.10190)
H (1.33958, -1.24778, -1.04965)
H (1.51780, -1.82798, 0.99896)
C (0.63389, 1.02358, 0.77660)
C (-0.35138, 0.52761, 0.35620)
C (-1.40508, -0.08165, -0.37436)
C (-2.42294, -0.88108, 0.08434)
H (1.09414, 1.56756, 1.47334)
H (-1.38512, 0.12248, -1.39832)
H (-3.19924, -1.19794, -0.63305)
H (-2.58651, -1.30941, 1.06925)

---

*x*
Computed, not measured: a single C4H6NP molecule, with the ωB97M-V functional and the def2-TZVPD basis.

Its multiplicity is 1. Its frontier orbital gap is 9.3 eV. Its LUMO energy is 0.24 eV. The total charge is 0.

Atoms and positions in Å:
C (-0.64429, -0.70170, -1.54624)
N (-1.14736, -1.81188, -1.28996)
P (-1.54206, -2.19240, 0.64949)
C (-0.39615, -1.19190, 1.34124)
C (0.38144, -0.13274, 0.62642)
C (-0.37436, 0.41822, -0.58209)
H (-0.36963, -0.52383, -2.58799)
H (-0.19663, -1.30440, 2.39999)
H (0.59842, 0.67702, 1.32604)
H (1.33646, -0.54808, 0.28063)
H (0.19193, 1.21108, -1.07060)
H (-1.34108, 0.82489, -0.26289)

---

Quick one: most stable of them? *x*

---

*w*
Computed, not measured: 4 unconnected molecules or ions with the total composition C2H12O3S2, with the ωB97M-V functional and the def2-TZVPD basis.

Its multiplicity is 2. Its frontier orbital gap (alpha / beta) is 9.3 / 4.9 eV. Its LUMO energy (alpha / beta) is -3.87 / -8.33 eV. The total charge is +1.

Atoms and positions in Å:
C (1.95833, 1.83891, -0.66519)
S (2.91983, 0.55809, -1.58215)
S (3.38012, -0.97794, -0.49838)
C (5.09707, -1.11281, 0.02867)
H (2.09255, 2.73990, -1.25086)
H (0.97654, 1.62117, -0.45398)
H (2.28690, 2.24416, 0.34499)
H (4.90631, -2.25457, 0.41514)
H (6.01517, -1.09112, -0.48212)
H (5.05008, -0.42592, 0.81257)
H (-4.23023, -2.76994, -0.10477)
H (-4.83737, -1.32370, -0.01445)
O (-4.11489, -1.79775, -0.35376)
H (-0.04938, -1.16945, 1.27009)
H (-0.76586, -1.22195, -0.24387)
O (-0.69573, -0.79279, 0.68745)
H (-6.68807, 2.44810, 1.33339)
H (-6.39876, 1.65728, 0.01657)
O (-6.90263, 1.83032, 0.74067)

---

*x*
Computed, not measured: 4 unconnected molecules or ions with the total composition C2H12O3S2, with the ωB97M-V functional and the def2-TZVPD basis.

Its multiplicity is 2. Its frontier orbital gap (alpha / beta) is 7.9 / 3.7 eV. Its LUMO energy (alpha / beta) is -5.03 / -9.19 eV. The total charge is +1.

Atoms and positions in Å:
C (1.49486, -1.66443, -0.55370)
S (1.20777, 0.02778, -0.02563)
S (-0.23085, 0.84399, -1.29195)
C (0.88192, 1.58042, -2.56469)
H (0.60857, -2.47163, -0.11590)
H (1.56383, -1.77870, -1.69199)
H (2.48646, -1.91556, -0.05303)
H (0.34414, 1.93845, -3.48473)
H (1.40440, 2.41214, -1.97834)
H (1.62098, 0.99192, -3.02960)
H (-4.31090, -0.46351, 1.39201)
H (-5.16499, 0.63413, 1.13311)
O (-5.05105, 0.04393, 1.87188)
H (-2.72545, -2.06651, 0.40934)
H (-2.00109, -0.92047, 0.10030)
O (-2.79325, -1.14432, 0.50960)
H (3.43605, 1.25614, 2.32409)
H (3.89716, 1.68031, 3.77051)
O (3.33142, 1.01593, 3.27873)

---

Quick one: most stable of them? *x*

---

*w*
Computed, not measured: 2 unconnected molecules or ions with the total composition C4H6BrNO, with the ωB97M-V functional and the def2-TZVPD basis.

Its multiplicity is 1. Its frontier orbital gap is 8.5 eV. Its LUMO energy is -1.15 eV. The total charge is 0.

Atoms and positions in Å:
O (-1.45097, 0.55946, -0.68607)
N (-0.95096, 1.68958, -0.84112)
Br (-1.09001, 3.20062, 0.82186)
H (0.10778, 1.83479, -0.88409)
H (-1.45043, 2.33207, -1.34317)
C (1.26096, 0.76610, -0.31624)
C (0.76334, -0.24013, 0.16925)
C (0.19661, -1.40155, 0.79236)
C (0.15132, -2.67910, 0.42592)
H (1.88677, 1.59903, -0.58339)
H (0.17797, -1.25641, 1.90459)
H (-0.14414, -3.41950, 1.11578)
H (0.54178, -2.98497, -0.57567)

---

*x*
Computed, not measured: 2 unconnected molecules or ions with the total composition C4H6BrNO, with the ωB97M-V functional and the def2-TZVPD basis.

Its multiplicity is 1. Its frontier orbital gap is 8.9 eV. Its LUMO energy is 0.46 eV. The total charge is 0.

Atoms and positions in Å:
N (-0.12466, -2.63350, -0.36467)
C (-0.81299, -1.64360, -0.18882)
C (-1.24564, -0.55163, 0.41352)
O (-1.52092, 0.58435, -0.36132)
H (-0.51727, -3.40858, -0.89749)
H (-1.99280, -0.49912, 1.12773)
H (-0.96797, 0.47625, -1.14030)
C (1.60068, 1.61142, -0.52493)
C (2.19898, 0.94894, 0.45475)
Br (3.55954, -0.41551, -0.02626)
H (0.79740, 2.27411, -0.40825)
H (1.77473, 1.51807, -1.63054)
H (2.06348, 1.15828, 1.48225)

---

Quick one: most stable of them? *x*